{"formula": "BF4H18O9", "method": "wB97M-V/def2-TZVPD", "symbols": ["B", "F", "F", "F", "F", "O", "H", "H", "O", "H", "H", "O", "H", "H", "O", "H", "H", "O", "H", "H", "O", "H", "H", "O", "H", "H", "O", "H", "H", "O", "H", "H"], "xyz": [[-0.0015, -0.4612, 0.4424], [0.9261, -0.9234, 1.4125], [-0.6339, 0.6536, 0.9842], [0.6584, -0.1909, -0.6999], [-0.9474, -1.4290, 0.0853], [-3.8207, -1.0561, -3.3077], [-3.1155, -1.3289, -2.7207], [-3.5162, -0.2287, -3.6803], [1.3589, 2.5536, 4.2425], [0.9665, 1.9321, 3.6293], [1.6365, 3.2881, 3.6951], [1.1226, -3.0491, -3.9953], [0.8402, -2.3879, -3.3635], [1.9629, -3.3598, -3.6583], [4.7169, 1.4122, 1.2206], [4.2355, 2.1063, 0.7704], [4.0414, 0.7949, 1.5014], [-5.1420, -0.0933, 1.9398], [-4.3430, -0.1233, 1.4135], [-4.9662, 0.5722, 2.6050], [4.8841, -3.1150, -2.1463], [5.2027, -2.3988, -1.5970], [5.6684, -3.4535, -2.5781], [-1.3010, -3.7023, 3.7475], [-0.6660, -4.3617, 3.4676], [-1.3202, -3.0682, 3.0307], [-1.9008, 5.2728, 1.3707], [-1.7188, 5.4411, 2.2953], [-1.4311, 4.4615, 1.1775], [-1.4976, 2.2160, -3.7907], [-0.9866, 1.7584, -4.4584], [-0.9126, 2.2684, -3.0349]], "homo_ev": -8.626, "de_lowest_ev": 1.472, "fmax_ev_per_a": 2.599, "spin_multiplicity": 1, "total_charge": -1}


{"formula": "C32H31BF4N3OP2Pd", "method": "wB97M-V/def2-TZVPD", "symbols": ["Pd", "C", "C", "O", "N", "C", "C", "C", "C", "C", "C", "N", "H", "H", "H", "H", "H", "H", "H", "H", "H", "H", "N", "P", "C", "C", "C", "C", "C", "C", "C", "C", "C", "C", "C", "C", "P", "C", "C", "C", "C", "C", "C", "C", "C", "C", "C", "C", "C", "H", "H", "H", "H", "H", "H", "H", "H", "H", "H", "H", "H", "H", "H", "H", "H", "H", "H", "H", "H", "H", "F", "B", "F", "F", "F"], "xyz": [[0.9433, 0.6098, -0.2670], [5.6996, 1.7208, -2.1485], [4.3853, 1.6097, -1.3908], [3.6908, 0.6167, -1.4629], [4.1072, 2.7017, -0.6311], [2.9146, 2.8709, 0.2040], [1.8017, 3.5991, -0.5181], [1.5558, 4.9532, -0.3359], [0.5168, 5.5465, -1.0367], [-0.2476, 4.7656, -1.8882], [0.0615, 3.4181, -1.9980], [1.0621, 2.8465, -1.3408], [5.9382, 0.7557, -2.5855], [6.5018, 2.0294, -1.4770], [5.6066, 2.4594, -2.9466], [4.7585, 3.4647, -0.6647], [3.2054, 3.3946, 1.1122], [2.5009, 1.8858, 0.4822], [2.1511, 5.5280, 0.3617], [0.2989, 6.5995, -0.9087], [-1.0762, 5.1850, -2.4432], [-0.5314, 2.7590, -2.6243], [-1.0438, -1.5599, -1.0925], [-1.3644, 0.1231, -0.7719], [-2.0804, 0.0313, 0.9129], [-1.8684, 1.1080, 1.7679], [-2.3966, 1.1026, 3.0512], [-3.1525, 0.0225, 3.4786], [-3.3747, -1.0527, 2.6263], [-2.8429, -1.0487, 1.3473], [-2.9948, 0.2685, -1.6405], [-3.7200, 1.4429, -1.4255], [-4.9345, 1.6619, -2.0511], [-5.4523, 0.7126, -2.9243], [-4.7412, -0.4539, -3.1545], [-3.5246, -0.6732, -2.5206], [0.6707, -1.9003, -0.8672], [0.5342, -3.7410, -1.1311], [-0.6623, -4.4503, -1.2266], [-0.6597, -5.8201, -1.4581], [0.5382, -6.5046, -1.6005], [1.7369, -5.8127, -1.4925], [1.7302, -4.4462, -1.2620], [0.8932, -1.9768, 0.9530], [2.0568, -1.3895, 1.4582], [2.3302, -1.4243, 2.8198], [1.4484, -2.0553, 3.6786], [0.3032, -2.6665, 3.1811], [0.0322, -2.6408, 1.8247], [-1.1756, -1.6971, -2.0944], [-1.2406, 1.9291, 1.4448], [-2.1837, 1.9263, 3.7201], [-3.5584, 0.0055, 4.4831], [-3.9601, -1.9001, 2.9656], [-3.0030, -1.8884, 0.6810], [-3.3204, 2.1877, -0.7439], [-5.4897, 2.5716, -1.8553], [-6.4016, 0.8803, -3.4176], [-5.1402, -1.2072, -3.8239], [-3.0069, -1.6043, -2.7118], [-1.6019, -3.9265, -1.1054], [-1.5987, -6.3592, -1.5147], [0.5371, -7.5690, -1.8033], [2.6782, -6.3419, -1.5857], [2.6653, -3.9013, -1.1726], [2.7527, -0.9201, 0.7691], [3.2155, -0.9382, 3.2086], [1.6401, -2.0611, 4.7444], [-0.3889, -3.1527, 3.8587], [-0.8682, -3.1025, 1.4396], [0.8127, 1.4273, 4.4295], [1.2265, 2.1795, 3.3290], [0.9803, 1.4440, 2.1268], [2.6120, 2.4504, 3.3983], [0.5114, 3.3920, 3.2568]], "homo_ev": -3.711, "de_lowest_ev": 1.888, "fmax_ev_per_a": 1.349, "spin_multiplicity": 1, "total_charge": -1}


{"formula": "C12H17ClILuNOP", "method": "wB97M-V/def2-TZVPD", "symbols": ["C", "I", "H", "H", "H", "Lu", "P", "C", "C", "H", "H", "H", "C", "H", "H", "H", "H", "H", "H", "C", "O", "Cl", "N", "C", "C", "C", "C", "C", "C", "C", "H", "H", "H", "H", "H"], "xyz": [[0.6980, 1.4531, 1.5725], [-1.9720, 0.7402, -1.9444], [1.8014, 1.4864, 1.4410], [0.5159, 0.5947, 2.2367], [0.4286, 2.3703, 2.1104], [0.6586, 0.5330, -0.6190], [0.0288, 3.4052, -0.6714], [-1.5186, 4.2674, -0.2139], [1.2853, 4.5610, 0.0011], [0.9518, 3.2283, -2.8965], [0.3118, 4.8740, -2.5783], [-0.8067, 3.5083, -2.9518], [0.1254, 3.8003, -2.4588], [2.2820, 4.1387, -0.1875], [1.1922, 5.5320, -0.5062], [-1.4566, 5.3229, -0.5182], [-1.6727, 4.2077, 0.8715], [1.1473, 4.6862, 1.0835], [-2.3638, 3.7838, -0.7181], [-1.4169, 1.2808, 0.7736], [-2.2988, 1.4489, 1.5056], [2.7820, 0.9665, -1.6628], [0.3105, -1.4811, 0.1452], [0.1208, -2.6289, 0.3413], [0.0035, -4.0161, 0.4431], [0.8251, -4.8270, -0.3652], [0.7384, -6.2213, -0.2864], [-0.1813, -6.8117, 0.6053], [-1.0049, -6.0056, 1.4008], [-0.9213, -4.6156, 1.3249], [1.5367, -4.3676, -1.0581], [1.3851, -6.8461, -0.9141], [-0.2397, -7.9017, 0.6671], [-1.7173, -6.4746, 2.0886], [-1.5590, -3.9927, 1.9383]], "homo_ev": [-15.482, -15.482], "de_lowest_ev": 1.677, "fmax_ev_per_a": 3.877, "spin_multiplicity": 1, "total_charge": 2}